Density functional theory data (ωB97M-V/def2-TZVPD) for a cluster of 8 separate species, C51H120ClF3N5O5P in total.

XYZ file:
```
186
Properties=species:S:1:pos:R:3:lowdin_charge:R:1
Cl -13.4450 -12.0121 15.5377 -0.2626
C -23.0994 -10.3987 4.2859 -0.1001
C -24.1265 -10.9681 5.3560 -0.1952
C -23.6312 -12.4047 5.7293 -0.1192
N -24.1631 -13.0960 6.9913 -0.2866
C -25.6443 -13.2178 7.0079 0.0371
C -23.9052 -12.2763 8.1833 -0.1381
C -24.0369 -13.2532 9.3334 -0.1259
C -23.4857 -14.6124 8.7951 -0.0747
C -23.4432 -14.4161 7.1998 -0.0426
H -23.5076 -9.4700 3.7781 0.0916
H -22.7948 -11.1832 3.5246 0.0916
H -22.1525 -10.0091 4.7532 0.0804
H -25.0929 -11.0989 4.8287 0.1096
H -24.2171 -10.2767 6.2232 0.1144
H -22.5685 -12.3968 5.9221 0.1205
H -23.7607 -13.0861 4.9511 0.1164
H -25.9386 -13.2416 7.9934 0.0623
H -25.9704 -14.0916 6.4734 0.1148
H -26.0807 -12.2929 6.5368 0.1320
H -24.5897 -11.4079 8.2161 0.1469
H -22.8598 -11.9134 8.0684 0.1568
H -25.0800 -13.3413 9.6823 0.1165
H -23.3803 -12.9289 10.1497 0.1214
H -24.0785 -15.4320 9.0127 0.0853
H -22.4950 -14.8728 9.1114 0.0800
H -23.8413 -15.2196 6.5529 0.1406
H -22.4398 -14.3275 6.8136 0.1151
C -15.7584 -5.9976 11.8275 -0.0730
C -14.8417 -6.6831 10.8336 -0.2590
C -13.7629 -7.5028 11.5001 -0.1324
N -12.6389 -7.8940 10.5434 -0.2645
C -11.7381 -6.7452 10.0861 0.0562
C -13.1411 -8.9036 9.4971 -0.0540
C -11.8178 -9.6275 9.1052 -0.1247
C -11.2053 -9.8817 10.4729 -0.1358
C -11.8075 -8.8084 11.3697 -0.1336
H -16.4183 -5.3381 11.2933 0.0786
H -15.0271 -5.4437 12.4926 0.1043
H -16.4040 -6.7179 12.3307 0.0845
H -14.3101 -5.9849 10.1501 0.1180
H -15.4128 -7.2901 10.1662 0.1042
H -14.1386 -8.4941 11.8580 0.1425
H -13.2920 -6.8368 12.3062 0.1651
H -11.3119 -6.2166 11.0083 0.1400
H -12.3338 -5.9886 9.5683 0.1026
H -10.8742 -7.1250 9.5413 0.1072
H -13.4560 -8.3341 8.6354 0.1357
H -13.8997 -9.5704 9.8509 0.1331
H -11.1736 -8.9072 8.5848 0.1105
H -11.8950 -10.5249 8.4858 0.1308
H -10.1022 -9.8030 10.5061 0.1358
H -11.4746 -10.8508 10.8246 0.0911
H -11.1743 -8.0806 11.8813 0.1390
H -12.4999 -9.3014 11.9850 0.0999
C -10.1534 -11.2510 20.8332 0.0198
N -10.9453 -11.6778 19.6525 -0.3382
C -11.0206 -13.1577 19.7137 -0.0007
C -12.3194 -11.1040 19.6238 0.0021
C -10.2730 -11.1825 18.2878 -0.0585
C -10.4982 -9.7585 17.8708 -0.2555
O -10.1311 -8.8466 18.8682 -0.0330
H -10.2680 -10.2161 20.9732 0.0888
H -9.1525 -11.5688 20.6243 0.1077
H -10.4619 -11.7674 21.7333 0.1192
H -11.6941 -13.5227 20.4650 0.1091
H -9.9895 -13.5430 19.8226 0.1258
H -11.3249 -13.5323 18.7440 0.1035
H -12.3200 -10.0701 20.0006 0.1233
H -12.9515 -11.6542 20.3009 0.1002
H -12.7523 -11.2776 18.6241 0.0940
H -10.7099 -11.7862 17.5199 0.1042
H -9.2350 -11.3963 18.4698 0.1328
H -11.5168 -9.5184 17.5218 0.1250
H -9.7393 -9.6917 17.0117 0.1611
H -10.0892 -8.0069 18.4419 0.0910
C -17.3873 -15.0916 16.2011 0.0055
N -18.3149 -14.0164 16.5160 -0.3751
C -19.5108 -14.0702 15.7204 -0.0239
C -18.8240 -14.2362 17.8865 0.0219
C -17.7088 -12.6283 16.3544 -0.0690
C -16.5779 -12.2548 17.2876 -0.2296
O -15.5826 -13.2584 17.2510 -0.1371
H -17.0785 -15.0331 15.1799 0.0916
H -17.8380 -16.0474 16.5016 0.1235
H -16.5367 -15.0491 16.9000 0.1115
H -19.4314 -13.5921 14.7800 0.0863
H -20.2873 -13.5114 16.2034 0.1115
H -19.8466 -15.0992 15.5928 0.1346
H -17.9649 -14.0706 18.4854 0.0960
H -19.1742 -15.2487 18.0162 0.1236
H -19.5808 -13.5186 18.1293 0.1180
H -18.5731 -11.9200 16.3001 0.1617
H -17.3743 -12.7080 15.2993 0.1276
H -17.0556 -12.0699 18.2788 0.1344
H -16.0996 -11.3623 16.9561 0.1024
H -14.8234 -12.8315 16.8983 -0.1358
C -14.2442 -15.2581 11.2397 -0.0119
N -14.2056 -14.3024 12.3297 -0.3352
C -13.1857 -14.8135 13.2980 0.0031
C -13.5787 -13.0610 11.7716 -0.0132
C -15.5372 -14.0392 12.9152 -0.1285
C -16.3503 -12.9430 12.2829 -0.2325
O -16.3273 -12.9782 10.8596 -0.0857
H -13.4454 -16.0347 11.2803 0.1218
H -14.0238 -14.7971 10.2457 0.1268
H -15.2239 -15.6992 11.1349 0.1093
H -12.4205 -15.2215 12.7290 0.0770
H -13.6236 -15.6542 13.8576 0.1306
H -12.9093 -13.9629 13.8896 0.0151
H -13.7598 -12.2621 12.4783 0.0770
H -14.1039 -12.7636 10.8950 0.0832
H -12.5730 -13.2640 11.5368 0.1003
H -15.3912 -13.8045 13.9757 0.1014
H -15.9863 -15.0430 12.9609 0.1375
H -15.8805 -12.0322 12.5819 0.1023
H -17.3098 -12.8769 12.8035 0.1172
H -17.1480 -13.5011 10.5287 0.0771
C -11.9998 -29.2502 13.7750 -0.1204
C -12.5921 -30.3006 12.9059 -0.2175
C -14.2708 -30.1607 12.9565 -0.2310
C -14.5404 -28.8276 12.3632 -0.2928
P -16.3275 -28.7538 11.8055 1.0759
C -16.7003 -30.2715 10.9402 -0.3172
C -17.9812 -30.3347 10.1271 -0.2455
C -19.2614 -30.1438 10.9912 -0.2588
C -20.5787 -30.3515 10.2088 -0.1015
C -17.2901 -28.4885 13.3757 -0.3267
C -17.4499 -29.7552 14.0734 -0.2086
C -17.6807 -29.3156 15.7705 -0.2051
C -18.8858 -28.4610 15.9110 -0.1481
C -16.5975 -27.1521 10.5667 -0.2533
C -15.8956 -26.0789 11.1924 -0.2410
C -16.3583 -24.6924 10.0803 -0.2022
C -15.2934 -23.8229 10.3089 -0.1928
H -10.9449 -29.3946 13.5351 0.0847
H -12.1262 -29.4560 14.8299 0.0841
H -12.2185 -28.2019 13.6434 0.0654
H -12.5182 -31.3302 13.2591 0.1086
H -12.3422 -30.3878 11.8554 0.1036
H -14.4446 -30.3097 13.9979 0.0954
H -14.4721 -31.0397 12.3293 0.1042
H -14.0070 -28.5264 11.4888 0.0881
H -14.4186 -28.0223 13.1470 0.1151
H -16.6507 -31.0665 11.7434 0.1128
H -15.8633 -30.4671 10.2539 0.1119
H -18.0183 -31.3153 9.6776 0.1159
H -17.9426 -29.6227 9.2857 0.1152
H -19.3165 -29.1641 11.4822 0.0887
H -19.1331 -30.9794 11.7294 0.1173
H -20.7329 -29.6391 9.3373 0.0940
H -21.4223 -30.1421 10.8616 0.0683
H -20.6277 -31.3465 9.7601 0.0771
H -18.2475 -28.0368 13.1281 0.0858
H -16.6899 -27.7361 13.8898 0.0979
H -16.6092 -30.3433 14.3558 0.0694
H -18.3586 -30.3259 13.8709 0.1063
H -16.8012 -28.8687 16.1961 0.0877
H -17.6914 -30.3800 16.1227 0.1141
H -18.9184 -27.9812 16.9357 0.0915
H -19.8474 -29.0597 15.8369 0.1020
H -18.9255 -27.5830 15.2341 0.0668
H -17.6664 -27.1614 10.4073 0.0915
H -15.9650 -27.6855 9.7810 0.1175
H -14.8540 -26.1623 11.1272 0.0753
H -16.2941 -25.6397 12.1088 0.1062
H -17.2858 -24.4611 10.6242 0.1208
H -16.3236 -25.3147 9.2017 0.0992
H -14.2503 -24.0729 10.0898 0.0866
H -15.2786 -23.2112 11.2596 0.1093
H -15.5660 -23.2522 9.3574 0.1081
C -19.4980 -13.4213 10.4804 -0.5243
O -18.4400 -14.2122 9.7661 -0.1743
O -20.3810 -12.9690 9.7410 -0.1099
C -20.1778 -14.4788 11.4981 -0.5987
F -19.3017 -15.3004 11.9388 0.1682
F -20.6534 -13.8162 12.5581 0.1129
F -21.2318 -15.1377 10.9297 0.1129
C -18.6928 -14.5553 8.3662 -0.2315
C -17.4276 -14.5282 7.5386 -0.0970
H -16.7506 -13.7114 7.7373 0.0598
H -16.7633 -15.3623 7.7728 0.0611
H -17.6057 -14.6536 6.4460 0.0910
H -19.4493 -13.8918 7.9217 0.1068
H -18.9992 -15.6083 8.2373 0.1175
H -18.9194 -12.6083 11.0229 0.1408
```

The value obtained for the HOMO-LUMO gap is 6.958 eV. Its spin multiplicity is 1. As for the LUMO energy: -6.00 eV. Its total charge is +4.

=====

Density functional theory data (ωB97M-V/def2-TZVPD) for a structure of composition C39H29N11Sm.

XYZ file:
```
80
Properties=species:S:1:pos:R:3:lowdin_spin:R:1
Sm -0.4261 -0.5368 -0.6088 5.0478
C 0.1385 -4.0099 5.1790 -0.0141
C 1.0436 -3.0004 5.5191 -0.0062
C 1.2120 -1.8861 4.7134 -0.0142
C 0.4575 -1.8125 3.5518 -0.0094
C 0.3960 -0.8215 2.4881 -0.0823
N -0.4830 -1.2593 1.5303 -0.0037
C -1.0629 -2.4291 1.9471 -0.0549
N -2.0777 -3.0492 1.3750 0.0041
C -2.7578 -2.6358 0.3129 -0.0190
C -4.1109 -3.0862 0.0317 0.0094
C -4.9268 -4.0141 0.6616 -0.0052
C -6.2332 -4.1238 0.2154 0.0135
C -6.7168 -3.3135 -0.8165 -0.0072
C -5.9087 -2.3758 -1.4375 0.0124
C -4.5921 -2.2802 -1.0107 -0.0038
C -3.5153 -1.3658 -1.3569 0.0619
N -3.6872 -0.3405 -2.1813 -0.0200
C -2.9258 0.7315 -2.2783 0.0799
N -1.7503 0.9690 -1.6127 -0.0242
C -1.3818 2.2748 -1.7946 0.0672
N -0.3771 2.9129 -1.2209 -0.0217
C 0.3245 2.4806 -0.1782 0.0301
N 0.1167 1.3272 0.5227 -0.0123
C 1.0101 1.2542 1.5566 -0.0561
N 1.1121 0.2881 2.4625 0.0214
C 1.8585 2.4338 1.5246 0.0039
C 2.9147 2.8485 2.3238 -0.0112
C 3.5311 4.0470 2.0042 0.0087
C 3.0978 4.8202 0.9223 -0.0126
C 2.0381 4.4161 0.1273 0.0070
C 1.4255 3.2088 0.4337 -0.0092
C -2.3305 2.9047 -2.7032 0.0112
C -2.4227 4.1992 -3.1881 0.0111
C -3.5097 4.5065 -3.9909 0.0121
C -4.4818 3.5482 -4.2875 0.0096
C -4.3964 2.2549 -3.7964 0.0133
C -3.3047 1.9388 -3.0032 0.0101
N -2.4156 -1.6598 -0.5890 -0.0141
C -0.4553 -2.8260 3.2112 -0.0143
C -0.6254 -3.9358 4.0257 -0.0079
H 0.0345 -4.8677 5.8303 -0.0006
H 1.6153 -3.0919 6.4332 0.0000
H 1.9012 -1.0938 4.9757 -0.0007
H -4.5444 -4.6288 1.4654 -0.0003
H -6.8984 -4.8406 0.6782 0.0009
H -7.7485 -3.4158 -1.1262 -0.0007
H -6.2803 -1.7450 -2.2338 0.0006
H 3.2303 2.2577 3.1744 -0.0006
H 4.3561 4.4014 2.6086 0.0008
H 3.5988 5.7551 0.7073 -0.0009
H 1.6866 5.0175 -0.7011 0.0004
H -1.6647 4.9315 -2.9435 0.0004
H -3.6148 5.5066 -4.3900 0.0004
H -5.3239 3.8260 -4.9076 0.0002
H -5.1483 1.5110 -4.0240 0.0005
H -1.3325 -4.7108 3.7613 -0.0002
C 4.9074 -1.5980 0.7936 0.0001
C 3.5067 -1.5188 1.3713 -0.0002
N 2.5803 -1.5397 0.2460 0.0005
C 2.7491 -0.7202 -0.8361 -0.0005
N 1.6972 -0.5075 -1.6070 -0.0112
C 1.8659 0.3503 -2.7902 0.0005
C 2.9844 1.3603 -2.5997 0.0002
C 4.2403 0.6002 -2.2252 0.0000
N 3.9817 -0.2324 -1.0528 -0.0009
C 5.1043 -0.4092 -0.1293 -0.0001
H 5.0181 -2.5289 0.2355 0.0000
H 5.6597 -1.5721 1.5806 0.0000
H 3.3788 -0.6091 1.9641 0.0001
H 3.2867 -2.3694 2.0139 -0.0001
H 1.6635 -1.9314 0.3888 0.0001
H 0.9242 0.8774 -2.9736 0.0004
H 2.0719 -0.2753 -3.6633 -0.0001
H 2.7227 2.0491 -1.7923 0.0002
H 3.1372 1.9384 -3.5100 0.0000
H 5.0534 1.2842 -1.9847 0.0000
H 4.5688 -0.0322 -3.0557 0.0000
H 5.2222 0.5073 0.4596 0.0000
H 6.0072 -0.5380 -0.7270 0.0000
```

The value obtained for the HOMO-LUMO gap (alpha / beta) is 4.766 / 4.821 eV. Its spin multiplicity is 6. As for the LUMO energy (alpha / beta): -4.15 / -4.12 eV. Its total charge is +1.

=====

Calculated total energy values, unit Ha, following the record order: -3764.7978, -2763.8687.